{
  "formula": "C5H29NO10",
  "method": "ωB97M-V/def2-TZVPD",
  "species": ["C", "N", "C", "C", "C", "C", "O", "H", "H", "H", "H", "H", "H", "H", "H", "H", "H", "H", "O", "H", "H", "O", "H", "H", "O", "H", "H", "O", "H", "H", "O", "H", "H", "O", "H", "H", "O", "H", "H", "O", "H", "H", "O", "H", "H"],
  "positions_angstrom": [[0.33908, 1.36833, -0.34785], [-0.35993, 0.08472, -0.59786], [-0.68509, -0.14450, -2.01256], [-2.01320, 0.50495, -2.41020], [-0.65825, -1.69963, -2.14102], [0.69952, -2.25982, -1.75538], [0.83367, -2.56132, -0.58463], [1.27260, 1.49273, -0.91328], [0.61480, 1.28897, 0.71567], [-0.14848, 2.32228, -0.55562], [-1.27668, 0.24098, -0.11837], [0.27440, 0.15908, -2.55096], [-2.36360, 0.26593, -3.42883], [-2.77305, -0.01212, -1.77837], [-1.93184, 1.54084, -2.16781], [-1.42588, -2.29926, -1.58456], [-0.80451, -1.88293, -3.21570], [1.56686, -2.45619, -2.42832], [4.00376, -2.05635, -0.47498], [4.21084, -1.14864, -0.69514], [3.21493, -2.08111, 0.07104], [-1.80334, 3.59249, -0.72064], [-2.49875, 4.18773, -1.00809], [-2.04208, 2.69533, -0.93761], [-1.16677, -0.71166, 4.50662], [-1.25529, -1.18526, 3.68773], [-2.01810, -0.25021, 4.51322], [3.41540, 1.12688, -1.75112], [3.15783, 0.28752, -2.13779], [3.85635, 1.04936, -0.88277], [-3.61754, -0.23482, 1.91174], [-2.89472, -0.90634, 1.90016], [-4.10714, -0.39257, 1.09214], [-0.33548, -1.63675, 1.96159], [0.31769, -2.03241, 1.37154], [-0.07239, -0.70670, 1.99847], [0.39985, 4.58452, 1.22464], [0.22961, 3.64457, 1.13526], [-0.18788, 5.04320, 0.62319], [-2.18121, -2.45597, 0.24230], [-2.12559, -2.82140, 1.12848], [-1.33181, -2.15051, -0.11783], [3.03642, 1.17430, 1.13044], [3.75880, 1.69390, 1.49441], [2.90174, 0.33415, 1.57100]],
  "atomic_forces_ev_per_a": [[1.015, -0.200, 0.476], [-1.435, 2.102, 0.166], [1.756, -1.255, 0.649], [-0.069, -2.171, 0.059], [0.014, -0.401, -2.079], [-0.652, -0.226, 1.313], [0.643, -0.172, -0.181], [-0.112, -0.715, 0.194], [0.025, 0.621, -0.347], [-0.546, -0.358, 0.150], [0.837, -0.711, -0.250], [-1.549, 0.225, 0.111], [0.500, 0.612, 0.187], [0.358, 0.632, -0.100], [-0.311, 0.658, -0.454], [0.596, 0.932, -1.043], [-0.154, -0.283, 0.101], [-0.559, 0.430, -0.153], [0.297, -0.488, -0.187], [-0.152, 0.235, 0.183], [-0.200, 0.197, -0.094], [0.329, 0.719, 0.248], [-0.245, -0.206, -0.100], [-0.493, -0.081, -0.012], [-0.719, 0.631, 0.303], [0.502, -0.785, -0.595], [0.215, 0.156, 0.432], [0.393, 0.667, -0.088], [0.293, -0.244, 0.468], [-0.761, -0.433, -0.582], [0.709, -0.561, -0.047], [-0.824, 0.709, -0.321], [0.224, -0.119, 0.251], [0.461, 0.395, 0.512], [-0.153, -0.120, -0.231], [-0.091, -0.152, 0.000], [0.488, 0.250, 0.418], [-0.242, 0.049, -0.202], [-0.189, -0.298, -0.159], [-1.179, -0.027, -0.698], [0.754, 0.119, -0.178], [-0.090, -0.314, 1.646], [-0.148, 0.318, -0.796], [-0.045, -0.457, 0.539], [0.511, 0.119, 0.494]],
  "gap_ev": 9.7,
  "de_lowest_kcal_mol": 110.07,
  "smiles": "CN[C@H](C)CC=O.O.O.O.O.O.O.O.O.O",
  "homo_ev": -9.6,
  "fmax_ev_per_a": 2.55
}



{
  "formula": "C19H10Br2N4O4PtS3",
  "method": "ωB97M-V/def2-TZVPD",
  "species": ["Pt", "S", "C", "S", "C", "C", "N", "C", "N", "Br", "C", "C", "C", "Br", "C", "C", "C", "C", "N", "C", "C", "O", "H", "H", "H", "H", "N", "C", "C", "C", "C", "C", "C", "S", "O", "O", "O", "H", "H", "H", "H", "H", "H"],
  "positions_angstrom": [[-1.21161, -1.15625, -0.34270], [-3.42515, -1.77254, -0.49085], [-4.01454, -1.31980, 1.10982], [-2.94736, -0.67604, 2.27483], [-5.37622, -1.52321, 1.34965], [-6.25381, -2.02772, 0.35093], [-6.97463, -2.42385, -0.46053], [-5.97042, -1.22543, 2.60571], [-6.47442, -1.02110, 3.62428], [0.39294, -5.98392, -0.77193], [1.39744, -4.39526, -0.57838], [2.79416, -4.46716, -0.57757], [3.55622, -3.34274, -0.42522], [5.45189, -3.51440, -0.42206], [2.95283, -2.07387, -0.26345], [3.64300, -0.85194, -0.07032], [2.93769, 0.29809, 0.12517], [1.53150, 0.25621, 0.10026], [0.86257, -0.84754, -0.13980], [1.54793, -2.02142, -0.28999], [0.71752, -3.19039, -0.43493], [-0.56736, -3.08251, -0.41324], [3.26926, -5.43127, -0.69460], [4.72433, -0.84659, -0.07317], [3.42047, 1.25594, 0.26721], [0.96144, 1.15725, 0.27359], [-1.99204, 0.78039, -0.43340], [-1.06769, 1.88148, -0.41177], [-0.81189, 2.54442, 0.77660], [0.22662, 3.47020, 0.83233], [0.99797, 3.72887, -0.28786], [0.68879, 3.10478, -1.49277], [-0.34271, 2.18522, -1.55890], [2.44873, 4.78751, -0.19666], [2.61648, 5.05233, 1.22480], [3.49654, 3.95745, -0.78148], [2.10458, 5.95488, -0.99464], [-2.61948, 0.79689, 0.37928], [-2.55772, 0.78363, -1.27666], [-1.37715, 2.28368, 1.66431], [0.48439, 3.96309, 1.76035], [1.30056, 3.31297, -2.36118], [-0.54168, 1.63970, -2.47504]],
  "atomic_forces_ev_per_a": [[0.005, -0.024, -0.037], [-0.024, 0.022, 0.093], [0.201, 0.018, -0.065], [-0.295, 0.033, 0.048], [-0.054, 0.007, -0.060], [0.032, 0.017, -0.062], [-0.037, -0.015, 0.033], [0.122, -0.074, 0.129], [-0.082, 0.047, -0.048], [0.001, -0.013, -0.002], [-0.017, 0.009, 0.000], [0.023, -0.012, -0.001], [-0.001, -0.020, -0.003], [-0.005, 0.003, -0.001], [0.050, 0.025, 0.009], [-0.047, 0.006, -0.004], [0.033, -0.041, -0.010], [0.026, 0.088, -0.028], [-0.043, 0.032, -0.021], [-0.156, -0.150, 0.011], [0.121, 0.078, -0.017], [0.065, 0.093, 0.000], [-0.006, -0.003, -0.001], [0.003, 0.001, 0.004], [0.016, 0.033, 0.007], [0.168, -0.203, -0.016], [0.084, -0.019, -0.012], [-0.061, 0.053, -0.043], [-0.059, 0.003, -0.005], [0.015, -0.002, 0.054], [0.001, 0.007, -0.025], [-0.010, 0.028, -0.023], [-0.027, 0.000, -0.008], [-0.022, 0.081, 0.036], [-0.011, -0.010, -0.047], [0.006, -0.046, 0.026], [0.013, -0.044, -0.005], [0.041, -0.033, 0.047], [-0.052, 0.013, 0.052], [-0.004, 0.003, -0.003], [-0.004, 0.002, -0.002], [-0.008, 0.001, -0.003], [0.000, 0.009, 0.003]],
  "gap_ev": 6.2,
  "de_lowest_kcal_mol": 2.20,
  "charge": -2,
  "homo_ev": -2.7,
  "fmax_ev_per_a": 0.30
}



{
  "formula": "C5H4S",
  "method": "ωB97M-V/def2-TZVPD",
  "species": ["C", "C", "C", "C", "C", "H", "H", "H", "H", "S"],
  "positions_angstrom": [[0.09255, -0.89959, -1.37782], [0.20043, 0.03968, -0.15005], [-0.27715, 0.16049, 1.02596], [-0.55688, 0.66396, 2.21804], [-0.90008, 1.34820, 3.18377], [2.37436, -0.25077, -2.98941], [0.63315, -2.06392, -1.31049], [-0.87604, -1.19997, -1.46628], [-1.18520, 2.10182, 3.87451], [0.49485, 0.10010, -3.00822]],
  "atomic_forces_ev_per_a": [[4.400, 0.045, 0.100], [-2.452, -2.725, 2.630], [2.969, -0.711, -6.118], [-1.654, 2.841, 4.183], [0.882, -1.435, -2.337], [-4.139, 0.808, -0.027], [-0.864, 3.872, -0.048], [-2.939, -0.325, -0.385], [-0.037, -0.190, 0.365], [3.835, -2.180, 1.638]],
  "gap_ev": 8.5,
  "de_lowest_kcal_mol": 133.24,
  "homo_ev": -9.2,
  "fmax_ev_per_a": 6.84
}



{
  "formula": "C31H27N3NaO9P",
  "method": "ωB97M-V/def2-TZVPD",
  "species": ["Na", "O", "C", "C", "C", "C", "C", "C", "C", "O", "N", "N", "C", "C", "C", "C", "C", "C", "N", "H", "H", "H", "H", "H", "H", "H", "H", "H", "H", "O", "C", "O", "C", "O", "C", "C", "O", "O", "H", "H", "H", "H", "H", "O", "C", "O", "C", "P", "C", "C", "C", "C", "C", "C", "C", "C", "C", "C", "C", "C", "H", "H", "H", "H", "H", "H", "H", "H", "H", "H", "H", "H"],
  "positions_angstrom": [[-0.79346, 0.04190, -0.74277], [0.90728, -0.69658, -4.95428], [1.53347, 0.46115, -5.19890], [2.26219, 0.60034, -6.38746], [2.93514, 1.77665, -6.66397], [2.89408, 2.83487, -5.76184], [2.16796, 2.69970, -4.58777], [1.47959, 1.53057, -4.28435], [0.67875, 1.38881, -3.01020], [0.19190, 0.20519, -2.78773], [0.60767, 2.44757, -2.27503], [0.64893, 1.60628, 0.11802], [0.75512, 2.89957, 0.72545], [0.05767, 3.06385, 2.07138], [0.43266, 4.11792, 2.90997], [-0.23143, 4.30798, 4.10579], [-1.25274, 3.43003, 4.44489], [-1.54620, 2.40749, 3.55549], [-0.91732, 2.22205, 2.40149], [0.53718, -0.55840, -4.01531], [2.28656, -0.24134, -7.06981], [3.49922, 1.86656, -7.58702], [3.42388, 3.75727, -5.97271], [2.10007, 3.49942, -3.86062], [1.80390, 3.23331, 0.83941], [1.24108, 4.77000, 2.60081], [0.04188, 5.12219, 4.76788], [-1.80744, 3.52532, 5.37021], [-2.33126, 1.69204, 3.79061], [1.74806, -3.26481, 1.51947], [1.47935, -2.08203, 0.69536], [0.29953, -1.62155, 0.85054], [2.67537, -1.09806, 0.89988], [2.31214, 0.24643, 1.06150], [1.89701, 0.94612, -0.11699], [-0.19207, 2.39744, -1.09726], [0.08097, 3.63403, -0.26274], [-1.41563, 2.10767, -1.17823], [1.12573, -3.13623, 2.24701], [3.39031, -1.23480, 0.07997], [3.16636, -1.38249, 1.83026], [1.79987, 0.25731, -0.95997], [2.69413, 1.67193, -0.34830], [1.16375, -4.00071, -2.33635], [0.91937, -3.50843, -1.25269], [1.74230, -2.63895, -0.70771], [-0.36054, -3.93634, -0.53915], [-1.67287, -2.66930, -0.23457], [-3.13043, -3.62758, -0.88561], [-3.89967, -3.03365, -1.87946], [-5.00415, -3.68760, -2.41840], [-5.35374, -4.94789, -1.96521], [-4.59490, -5.55592, -0.96961], [-3.49719, -4.90001, -0.43727], [-2.10696, -2.81760, 1.54333], [-1.72059, -3.83835, 2.40823], [-2.12576, -3.83867, 3.73461], [-2.92879, -2.81595, 4.22471], [-3.31777, -1.79325, 3.37422], [-2.90690, -1.79509, 2.04734], [-0.04660, -4.38406, 0.40398], [-0.77612, -4.71724, -1.17256], [-3.62650, -2.04910, -2.24256], [-5.58510, -3.20571, -3.19609], [-6.21273, -5.45924, -2.38408], [-4.86200, -6.54321, -0.60955], [-2.91519, -5.37850, 0.34281], [-1.08194, -4.64198, 2.05983], [-1.80531, -4.64079, 4.38982], [-3.23619, -2.81068, 5.26361], [-3.92728, -0.97677, 3.74292], [-3.19008, -0.97074, 1.40179]],
  "atomic_forces_ev_per_a": [[-0.105, -0.497, 0.306], [0.234, 0.064, -0.386], [0.062, -0.084, -0.044], [-0.039, -0.019, 0.023], [-0.019, -0.029, 0.000], [0.042, 0.089, -0.007], [-0.088, -0.056, 0.050], [-0.050, -0.112, -0.105], [0.172, 0.203, -0.035], [-0.005, 0.146, 0.190], [0.034, 0.083, -0.082], [-0.039, 0.266, -0.016], [-0.082, -0.129, 0.069], [0.084, 0.038, 0.069], [0.005, -0.068, -0.094], [-0.016, -0.005, 0.036], [0.004, 0.012, -0.008], [0.025, 0.022, 0.013], [-0.087, -0.052, -0.025], [-0.209, -0.066, 0.209], [0.003, 0.005, 0.002], [0.000, 0.004, 0.003], [-0.006, -0.012, -0.002], [0.016, 0.009, -0.011], [0.027, -0.002, 0.058], [-0.017, 0.014, 0.021], [0.002, 0.003, 0.003], [0.022, 0.020, 0.011], [0.015, 0.006, -0.019], [-0.039, 0.034, 0.079], [0.117, -0.143, -0.016], [-0.134, 0.141, -0.121], [-0.081, 0.031, -0.040], [0.013, 0.006, 0.049], [-0.043, 0.131, -0.084], [0.164, 0.225, 0.035], [-0.034, 0.009, -0.045], [0.016, -0.096, -0.023], [0.019, 0.008, -0.060], [-0.021, 0.021, -0.019], [-0.002, -0.033, 0.006], [-0.013, -0.026, 0.033], [0.077, -0.068, -0.053], [0.129, -0.015, 0.106], [-0.373, 0.126, -0.350], [0.082, 0.030, 0.145], [0.131, -0.279, 0.159], [0.214, 0.097, -0.115], [-0.030, -0.152, 0.080], [-0.044, -0.035, -0.042], [0.017, 0.061, -0.022], [-0.015, -0.035, 0.014], [0.005, -0.013, 0.009], [-0.027, 0.066, -0.069], [-0.027, 0.027, 0.021], [-0.008, -0.010, -0.038], [-0.024, 0.011, 0.052], [0.029, -0.053, 0.003], [0.012, 0.034, -0.083], [-0.027, 0.009, 0.117], [-0.054, 0.053, 0.013], [-0.012, -0.013, -0.002], [0.017, 0.001, 0.013], [-0.003, -0.015, 0.008], [0.004, -0.002, 0.004], [-0.007, 0.005, -0.005], [-0.006, -0.002, 0.005], [-0.017, 0.026, -0.012], [-0.005, 0.009, 0.013], [0.003, -0.008, 0.003], [0.002, -0.006, 0.008], [0.010, -0.014, -0.005]],
  "gap_ev": 6.0,
  "de_lowest_kcal_mol": 60.04,
  "charge": -2,
  "homo_ev": -2.1,
  "fmax_ev_per_a": 0.59
}



{
  "formula": "C4H8O2",
  "method": "ωB97M-V/def2-TZVPD",
  "species": ["C", "C", "O", "C", "C", "O", "H", "H", "H", "H", "H", "H", "H", "H"],
  "positions_angstrom": [[-0.00886, -1.11027, -1.55413], [-1.36288, 0.22333, 0.20364], [-1.07637, -0.53102, 1.26362], [0.13158, 0.16647, 1.65592], [-0.16541, 1.16865, 0.52898], [0.83609, 1.58395, -0.34234], [0.72290, -1.32547, -0.76266], [-0.34877, -2.05378, -1.97441], [0.42972, -0.46562, -2.31841], [-0.93807, -0.62330, -1.17608], [1.01860, -0.45870, 1.51049], [0.05745, 0.50168, 2.69247], [-0.64313, 2.08021, 0.89944], [1.25466, 0.81019, -0.74180]],
  "atomic_forces_ev_per_a": [[0.041, -0.138, -0.183], [-0.250, 0.278, 0.448], [-0.263, 0.166, 0.041], [0.253, 0.063, 0.181], [-0.153, 0.152, 0.278], [0.005, -0.183, -0.105], [-0.283, 0.079, -0.168], [0.187, -0.060, -0.166], [-0.010, -0.209, -0.049], [0.544, -0.312, -0.387], [-0.152, 0.059, 0.000], [0.136, -0.011, -0.069], [0.092, -0.008, 0.151], [-0.148, 0.126, 0.028]],
  "gap_ev": 9.2,
  "de_lowest_kcal_mol": 116.07,
  "homo_ev": -8.5,
  "fmax_ev_per_a": 0.74
}



{
  "formula": "C3H12N2S2",
  "method": "ωB97M-V/def2-TZVPD",
  "species": ["N", "C", "C", "N", "H", "H", "H", "H", "H", "H", "H", "H", "C", "S", "S", "H", "H", "H", "H"],
  "positions_angstrom": [[0.91549, 0.83787, 1.44377], [1.33501, -0.01163, 0.34182], [1.54036, 0.81110, -0.91938], [2.01445, -0.06516, -1.98611], [0.87350, 0.32030, 2.31435], [-0.00892, 1.22377, 1.29637], [0.65858, -0.85099, 0.12034], [2.30562, -0.43493, 0.58318], [0.61848, 1.35279, -1.17020], [2.33379, 1.53181, -0.70755], [1.27297, -0.67092, -2.32155], [2.33816, 0.46910, -2.78040], [-2.32693, -1.13056, 1.39520], [-3.45436, -0.32702, 0.23120], [-2.33410, -0.17454, -1.48810], [-2.87750, -1.86736, 1.97398], [-1.88816, -0.41080, 2.07864], [-1.53025, -1.63471, 0.85810], [-1.78620, 1.03187, -1.26366]],
  "atomic_forces_ev_per_a": [[-0.131, 0.034, 0.294], [0.051, 0.060, -0.200], [0.236, -0.229, 0.070], [-0.104, -0.064, -0.141], [0.068, 0.029, -0.076], [-0.031, 0.002, -0.116], [-0.041, 0.052, 0.020], [0.079, -0.173, 0.125], [0.027, 0.112, 0.035], [-0.204, 0.128, -0.053], [0.020, 0.027, 0.062], [0.011, 0.031, -0.025], [0.150, -0.017, 0.138], [0.033, -0.069, -0.202], [-0.073, 0.041, 0.205], [-0.141, -0.038, -0.021], [0.042, 0.129, 0.026], [-0.010, -0.058, -0.112], [0.018, 0.004, -0.029]],
  "gap_ev": 9.7,
  "de_lowest_kcal_mol": 3.57,
  "smiles": "NCCN.CSS",
  "homo_ev": -9.3,
  "fmax_ev_per_a": 0.34
}